Below is an isolated molecule of C6H12N2 at a distorted geometry, with properties calculated with ωB97M-V/def2-TZVPD.

Last column: Löwdin charge in e.
Geometry (Å):
N1 1.0612 -1.6840 0.5934  0.09
N2 1.8610 -0.1252 -0.9189  0.08
C1 -0.6196 -0.7133 -1.1467  -0.11
C2 0.7204 -0.4928 -0.1322  -0.55
C3 -1.5871 -0.3436 -0.0994  -0.16
C4 -1.2607 0.0699 1.3142  -0.14
C5 0.0961 1.9608 0.1913  -0.05
C6 -0.0654 0.5249 0.5694  -0.24
H1 -1.1237 -0.7203 2.0575  0.09
H2 -0.6075 2.6023 0.7268  0.09
H3 -0.0677 2.1121 -0.8897  0.09
H4 2.6818 -0.0228 -0.3298  0.08
H5 -2.4678 -0.9783 -0.1437  0.09
H6 1.7364 0.7356 -1.4383  0.07
H7 -0.7808 -1.6798 -1.6431  0.10
H8 -1.9051 0.8532 1.7159  0.11
H9 -0.4581 0.0607 -1.9133  0.09
H10 0.2860 -2.0692 1.1188  0.08
H11 1.1095 2.3145 0.4078  0.08
H12 1.3910 -2.4049 -0.0402  0.09

Values from the calculation:
ΔE to the lowest compared entry with this formula, charge and spin, kcal per mole: 109.9
Calculated total energy, a.u.: -345.152761
HOMO energy (spin up / spin down), eV: -7.1 / -6.5
Orbital gap (spin up / spin down), eV: 7.91 / 7.11
Maximum force, hartree/bohr: 0.0583

Below is a cluster of 7 separate species, C4H21NO8S in total at a distorted geometry, with properties calculated with ωB97M-V/def2-TZVPD.

Last column: Löwdin charge in e.
Geometry (Å):
S1 0.2339 1.3589 3.1725  1.18
O1 3.6401 0.4437 0.5883  -0.08
O2 0.3277 -0.6931 -1.7971  0.07
O3 -1.6731 -0.7588 -3.5060  -0.03
O4 0.7554 1.5292 -1.8293  0.12
O5 -0.4875 -3.1432 1.1258  -0.04
O6 2.0885 -1.3181 1.9010  -0.09
O7 3.3827 1.0948 -1.8445  -0.06
O8 -3.3145 -2.2423 -0.0560  -0.06
N1 -1.9214 0.2086 -0.3794  0.09
C1 -0.9635 2.0278 2.0507  -0.47
C2 -0.6001 2.0393 0.5420  -0.16
C3 -0.5520 0.6034 -0.0312  -0.31
C4 0.2180 0.5859 -1.3274  -0.49
H1 -0.0486 -0.0794 0.6894  0.13
H2 3.3807 1.1923 0.0108  0.04
H3 -2.6912 0.8188 -0.1654  0.09
H4 0.4249 2.4387 0.4125  0.13
H5 -0.2797 0.1334 3.0288  -0.04
H6 3.8894 -0.2025 -0.0830  0.06
H7 3.0447 1.8971 -2.2717  0.07
H8 -0.0345 -0.7475 -2.7226  0.10
H9 3.1683 0.5267 -2.5997  0.07
H10 2.7879 -0.6809 1.6101  0.00
H11 -1.8728 1.4275 2.1301  0.09
H12 -1.1682 3.0786 2.4035  0.12
H13 2.5723 -1.7225 2.6364  0.06
H14 -1.3549 2.6081 -0.0057  0.14
H15 -2.2330 -1.0351 -2.7725  0.05
H16 0.2437 -2.7830 1.6337  0.01
H17 -2.1055 -0.7614 -0.1465  0.04
H18 -0.2565 -3.0642 0.1932  0.05
H19 -4.1585 -2.1892 0.4071  0.06
H20 -1.6721 0.2025 -3.5316  0.06
H21 -2.7708 -2.7940 0.5337  0.04

Values from the calculation:
ΔE to the lowest compared entry with this formula, charge and spin, kcal per mole: 0.0
Multiplicity: 2
Calculated total energy, a.u.: -1219.547392
HOMO energy (spin up / spin down), eV: -12.7 / -12.7
Orbital gap (spin up / spin down), eV: 8.87 / 3.97
Maximum force, hartree/bohr: 0.0399
Net charge: +1

Below is an isolated molecule of C23H27ClN4O, with properties calculated with ωB97M-V/def2-TZVPD.

Last column: Löwdin charge in e.
Geometry (Å):
Cl1 1.1279 0.3201 -5.8481  0.65
O1 -0.2405 1.4827 2.3871  0.07
N1 -1.9036 0.5169 -1.2662  0.12
N2 -3.1506 -1.2497 -0.7155  0.00
N3 1.3430 -0.6221 0.0187  -0.05
N4 0.0483 2.0728 0.2074  0.10
C1 0.2083 -0.2957 0.8897  -0.15
C2 -2.6345 3.1836 1.3703  -0.05
C3 -1.1059 -0.9980 0.5611  -0.08
C4 2.6568 -1.9853 1.6839  -0.42
C5 -3.0176 0.4672 -2.0558  -0.12
C6 1.9477 -1.9168 0.3286  -0.17
C7 3.3620 -3.3354 1.7877  -0.08
C8 -1.9937 -0.5271 -0.4619  -0.25
C9 -1.4627 -2.1225 1.2389  -0.01
C10 0.5500 -1.2629 -2.2327  -0.02
C11 3.6337 -0.8300 1.8621  -0.06
C12 1.9004 0.9009 -3.3218  -0.10
C13 1.1805 0.0385 -4.1306  -0.67
C14 -1.3059 3.8803 1.3510  -0.37
C15 -3.4900 -2.3877 -0.0253  -0.04
C16 -2.6669 -2.8333 0.9446  -0.05
C17 -0.3566 3.4791 0.2492  -0.13
C18 -3.8032 -0.6033 -1.7418  -0.05
C19 0.5106 -1.0517 -3.5999  -0.09
C20 1.9368 0.6681 -1.9547  -0.02
C21 1.2458 -0.3980 -1.3919  -0.26
C22 -0.0189 1.1949 1.2226  -0.44
C23 -0.9958 4.8793 2.1660  0.05
H1 2.6965 -2.0920 -0.4491  0.14
H2 -3.2682 3.5770 2.1641  0.08
H3 2.4304 1.7358 -3.7586  0.11
H4 -2.9313 -3.7244 1.4946  0.11
H5 -3.1486 3.3124 0.4136  0.08
H6 4.1611 -0.9142 2.8138  0.08
H7 0.4965 -0.6732 1.8680  0.13
H8 -0.8209 -2.4818 2.0340  0.12
H9 3.8473 -3.4475 2.7581  0.08
H10 0.0251 1.6671 -0.7141  0.09
H11 3.1258 0.1331 1.8326  0.07
H12 4.1315 -3.4255 1.0166  0.08
H13 -2.5104 2.1123 1.5285  0.07
H14 -4.4175 -2.8642 -0.3062  0.13
H15 -1.6925 5.2265 2.9187  0.06
H16 -0.0366 -1.7189 -4.2512  0.11
H17 2.4956 1.3236 -1.2989  0.12
H18 -0.0297 5.3661 2.1206  0.06
H19 4.3783 -0.8402 1.0607  0.09
H20 -4.7403 -0.9585 -2.1324  0.11
H21 1.2253 -2.7472 0.2616  0.12
H22 0.0321 -2.1156 -1.8095  0.12
H23 -3.2034 1.2083 -2.8158  0.10
H24 2.6624 -4.1641 1.6617  0.08
H25 1.9159 -1.9408 2.4900  0.12
H26 -0.8563 3.6605 -0.7079  0.13
H27 0.5264 4.1205 0.2836  0.11

Values from the calculation:
ΔE to the lowest compared entry with this formula, charge and spin, kcal per mole: 21.8
Calculated total energy, a.u.: -1647.092934
HOMO energy, eV: -8.4
Orbital gap, eV: 8.90
Maximum force, hartree/bohr: 0.0050

Below is a structure of composition C42H27MoN11 at a distorted geometry, with properties calculated with ωB97M-V/def2-TZVPD.

Last column: Löwdin charge in e.
Geometry (Å):
Mo1 1.4012 -0.3066 0.3683  1.14
N1 0.2844 -1.3271 -1.8312  0.18
N2 0.8774 0.8920 -2.4818  0.06
N3 -0.2690 1.3643 -3.0630  0.08
N4 -0.9897 -4.4225 1.4556  0.25
N5 -0.4207 -2.2063 1.3896  0.08
N6 -0.6153 -2.6671 0.0606  0.11
N7 1.4385 2.0501 1.3100  0.09
N8 -0.5498 2.0466 -0.3316  0.15
N9 1.2804 2.7747 -1.1304  0.16
N10 -0.7095 0.1493 1.9382  0.17
N11 4.0893 -1.5055 1.1144  0.04
C1 -3.4994 4.0893 1.7752  -0.02
C2 3.3343 -1.4037 -1.1767  -0.01
C3 -0.6325 -3.3908 2.1627  -0.21
C4 -0.0836 -0.9529 4.7653  -0.01
C5 -0.7411 1.4994 2.1409  -0.19
C6 -0.1738 3.0508 -1.3588  -0.22
C7 2.5936 -0.3917 -1.7806  -0.20
C8 -1.0139 -4.0213 0.1938  -0.21
C9 -1.6393 3.2227 -3.4745  0.03
C10 1.1993 -0.4411 -2.0716  -0.31
C11 -1.8712 1.2224 -4.7755  0.02
C12 -1.7497 2.4716 0.3266  -0.04
C13 -0.7550 -3.7533 -3.3821  -0.03
C14 -1.6115 -5.7898 -1.5894  0.00
C15 -0.8543 0.6533 -4.0405  0.06
C16 -0.7697 -3.5257 -1.9894  -0.12
C17 -0.7656 4.2978 -0.6487  -0.07
C18 0.0666 3.8809 1.8702  0.02
C19 -1.6116 -5.9806 -2.9442  -0.05
C20 -0.3491 -3.0752 5.9019  -0.04
C21 -2.2252 3.7175 -0.3371  -0.14
C22 -1.1806 -4.5427 -1.0997  -0.10
C23 -2.2238 2.5397 -4.5366  0.02
C24 -0.2486 -1.6367 3.5591  -0.11
C25 -3.1374 4.5153 0.5468  0.03
C26 -0.1258 -1.6861 5.9301  -0.05
C27 0.8417 2.0445 0.0623  -0.36
C28 -0.3535 -1.0596 2.2194  -0.26
C29 4.8431 0.3951 -0.2442  -0.03
C30 -1.9778 2.2062 1.6492  -0.11
C31 -0.5252 -3.7546 4.7167  0.01
C32 -0.3219 -2.3914 -1.2667  -0.20
C33 1.8388 1.7638 -1.9290  -0.19
C34 4.1105 1.3609 -0.8110  -0.01
C35 -0.6911 2.6050 -2.6969  -0.04
C36 0.2739 2.3899 2.1168  -0.14
C37 -1.1813 -4.9676 -3.8411  -0.07
C38 -2.9178 2.9258 2.3778  0.09
C39 2.9303 1.0317 -1.6051  -0.13
C40 -0.1650 4.5942 0.7484  0.01
C41 4.5145 -1.0868 -0.2690  -0.30
C42 -0.4670 -3.0197 3.5302  -0.09
H1 -2.3461 0.6381 -5.5500  0.14
H2 -3.5277 5.4455 0.1528  0.13
H3 -1.1818 -5.1711 -4.9034  0.11
H4 -0.7069 -4.8203 4.6995  0.13
H5 0.2720 4.4917 2.7432  0.12
H6 0.0021 -1.1890 6.8819  0.11
H7 -0.4064 -2.9925 -4.0698  0.10
H8 5.4023 -1.6744 -0.5035  0.15
H9 4.6012 -1.1004 1.8967  0.13
H10 -0.1059 5.6654 0.9038  0.12
H11 -2.9635 3.0293 -5.1554  0.14
H12 -1.9336 4.2342 -3.2339  0.14
H13 -0.7618 5.2075 -1.2474  0.15
H14 -0.3958 -3.6181 6.8365  0.12
H15 -2.7516 3.5276 -1.2795  0.15
H16 1.8246 1.0866 1.4145  0.02
H17 0.0751 0.1183 4.7855  0.11
H18 5.7195 0.6688 0.3330  0.12
H19 -4.1860 4.6841 2.3630  0.13
H20 2.9226 -1.0179 1.0835  0.05
H21 4.3816 2.4012 -0.6862  0.13
H22 -3.0893 2.7139 3.4235  0.14
H23 2.9971 -2.4346 -1.2129  0.12
H24 4.0016 -2.5087 1.2687  0.14
H25 -0.4625 -0.3383 -4.2082  0.14
H26 -1.9397 -6.9295 -3.3465  0.11
H27 -1.9413 -6.5659 -0.9128  0.12

Values from the calculation:
Calculated total energy, a.u.: -2286.009107
HOMO energy (spin up / spin down), eV: -10.8 / -10.7
Orbital gap (spin up / spin down), eV: 3.52 / 3.54
Maximum force, hartree/bohr: 0.1038
Net charge: +2

Which value of calculated total energy does entry 3 give?
-1647.092934 a.u.